[1]
15
Properties=species:S:1:pos:R:3:forces:R:3:nbo_charge:R:1 method="wB97M-V/def2-TZVPD" de_lowest_kcal_mol=12.0 homo_ha=-0.3376 homo_lumo_gap_ev=10.33 max_force_ev_per_a=0.896 smiles="NC1CC=CC1"
C 0.77187 -0.09956 -0.46140 -0.28 0.02 -0.53 -0.041
C -0.23831 1.04527 -0.76206 0.41 0.46 0.02 -0.453
C -1.24437 0.93185 0.34825 -0.55 0.20 -0.07 -0.191
C -0.83650 0.11623 1.31326 0.09 -0.10 -0.08 -0.201
C 0.54237 -0.42893 1.03351 0.60 0.46 0.39 -0.462
H -0.42176 -1.63718 -1.19409 0.16 0.42 0.01 0.351
H 1.15152 -1.98882 -1.19235 -0.29 0.57 -0.16 0.351
H 1.79275 0.24095 -0.68815 -0.24 -0.23 0.25 0.196
H 0.23582 2.05137 -0.75726 -0.08 -0.52 0.18 0.212
H -0.64853 0.95317 -1.76973 -0.10 -0.20 0.07 0.226
H -2.18886 1.49338 0.34888 0.46 -0.32 0.04 0.211
H -1.37897 -0.10859 2.22128 -0.05 0.03 0.00 0.210
H 1.27799 0.13628 1.64467 -0.28 -0.26 -0.15 0.211
H 0.69141 -1.48809 1.29618 -0.14 0.25 -0.27 0.211
N 0.49356 -1.21734 -1.38099 0.31 -0.78 0.31 -0.832


[2]
86
Properties=species:S:1:pos:R:3:forces:R:3:mulliken_spin:R:1 method="wB97M-V/def2-TZVPD" homo_ha="-0.5313 / -0.5282" total_charge=+2 spin_multiplicity=6 s2=8.7654 homo_lumo_gap_ev="9.67 / 6.61" max_force_ev_per_a=0.971
Fe -0.15308 -0.39407 0.18782 0.18 0.04 0.03 4.175
C 3.41116 2.45288 2.88912 -0.05 0.04 -0.01 -0.003
C 2.05337 2.22534 2.31660 0.20 -0.04 0.02 0.042
C 0.93642 3.04703 2.37737 -0.04 0.04 0.03 0.030
C -0.07130 2.39986 1.69073 0.12 -0.08 0.05 -0.005
N 0.40752 1.20448 1.23132 -0.24 0.63 0.17 0.109
N 1.72332 1.13738 1.62367 -0.13 -0.12 -0.11 -0.007
B 2.60355 -0.05873 1.22090 0.27 0.00 0.12 -0.027
N 2.61167 -0.17619 -0.31306 -0.21 -0.02 0.05 -0.005
N 1.43559 -0.30775 -1.01324 0.14 0.11 -0.66 0.104
C 1.77592 -0.31693 -2.33720 0.09 -0.09 0.12 -0.003
C 3.14944 -0.22841 -2.44408 0.00 0.01 -0.06 0.032
C 3.64535 -0.13691 -1.15122 0.16 0.03 0.14 0.041
C 5.06172 -0.00795 -0.70266 -0.03 0.00 -0.05 -0.003
C 0.80614 -0.32164 -3.49115 -0.01 -0.02 0.05 0.025
C 1.57336 -0.37005 -4.81568 0.05 -0.01 -0.01 -0.001
C -0.11073 -1.54768 -3.43495 -0.09 0.02 0.00 0.008
C 0.03862 1.00420 -3.43848 -0.13 0.03 -0.06 -0.003
N 1.99414 -1.33118 1.79998 -0.24 0.13 -0.16 -0.013
N 0.71438 -1.70319 1.45855 -0.25 -0.84 0.42 0.120
C 0.47772 -2.88074 2.13026 0.09 0.35 -0.20 0.008
C 1.59907 -3.20756 2.86675 -0.02 -0.14 0.08 0.029
C 2.53299 -2.21626 2.63875 0.24 0.11 0.03 0.043
C 3.91366 -2.08440 3.18622 -0.04 -0.04 0.01 -0.004
C -0.77453 -3.71391 2.09755 0.03 -0.10 0.09 -0.005
C -0.42308 -5.11233 1.56803 0.06 -0.01 0.02 0.002
C -1.80278 -3.07909 1.20327 -0.26 0.12 -0.21 0.050
C -1.33146 -3.82470 3.52484 0.05 0.00 0.03 0.002
C -1.44413 2.95979 1.41534 0.03 -0.05 -0.01 0.025
C -1.54973 3.19089 -0.09705 -0.08 -0.02 -0.06 0.002
C -1.59925 4.31490 2.11182 0.03 0.03 0.02 -0.001
C -2.53331 2.02950 1.95942 -0.07 -0.02 -0.06 0.009
H 3.41996 3.39245 3.43573 0.00 0.00 0.00 0.000
H 4.16700 2.50517 2.10583 -0.01 0.00 -0.01 0.003
H 3.69281 1.65364 3.57365 -0.02 -0.01 0.00 0.003
H 0.88371 4.00568 2.86005 0.00 0.00 0.02 0.002
H 3.71021 0.09007 1.62767 -0.06 0.02 -0.04 -0.001
H 3.73276 -0.21316 -3.34643 0.01 -0.02 0.00 0.002
H 5.71891 -0.03355 -1.56815 0.00 0.00 0.00 0.000
H 5.34198 -0.82057 -0.03350 -0.01 -0.01 0.00 0.003
H 5.22568 0.93186 -0.17594 -0.01 0.01 0.00 0.003
H 2.17801 -1.27383 -4.89683 0.00 0.00 0.01 0.000
H 2.22357 0.49658 -4.93641 -0.01 0.01 -0.01 0.000
H 0.86532 -0.37001 -5.64488 -0.01 0.00 0.01 0.000
H 0.46894 -2.46647 -3.52918 0.00 0.00 -0.01 0.000
H -0.81579 -1.52572 -4.27209 0.06 -0.01 -0.04 0.000
H -0.68452 -1.61133 -2.51066 0.06 0.00 0.03 0.003
H 0.73040 1.84483 -3.50687 0.00 -0.01 0.00 0.000
H -0.52638 1.12015 -2.51107 -0.03 -0.03 0.03 0.009
H -0.65210 1.07537 -4.28217 -0.01 0.00 0.02 0.000
H 1.72881 -4.06947 3.49853 -0.01 0.01 -0.01 0.002
H 4.12430 -2.92510 3.84225 0.00 0.00 0.00 0.000
H 4.02681 -1.16470 3.75951 -0.01 0.00 0.00 0.003
H 4.65679 -2.07608 2.38938 -0.01 -0.01 -0.01 0.003
H -0.02842 -5.06515 0.55121 -0.01 0.01 0.01 -0.001
H -1.31549 -5.73886 1.56216 -0.01 0.01 0.00 0.000
H 0.32302 -5.59704 2.19724 -0.02 -0.01 -0.01 0.000
H -1.42447 -3.02185 0.17740 -0.03 0.13 -0.01 -0.002
H -2.08457 -2.09769 1.59619 0.01 0.08 -0.11 -0.001
H -2.72544 -3.65897 1.15115 0.05 -0.07 0.07 0.002
H -0.60674 -4.28416 4.19659 -0.02 -0.01 0.00 0.000
H -2.22819 -4.44500 3.52338 0.00 0.00 -0.01 0.000
H -1.59141 -2.84392 3.92780 0.00 0.00 -0.02 -0.001
H -0.77435 3.88271 -0.42869 0.00 0.01 0.02 0.000
H -2.51793 3.63190 -0.34460 0.02 0.00 -0.01 0.000
H -1.43042 2.26657 -0.66748 0.00 0.00 0.03 0.010
H -0.86876 5.03915 1.75088 -0.01 0.00 -0.01 0.000
H -1.49568 4.22474 3.19354 0.00 -0.01 0.00 0.000
H -2.59197 4.71658 1.90678 0.00 -0.01 -0.01 0.000
H -2.49388 1.02782 1.53246 0.06 -0.03 0.01 0.001
H -3.52132 2.45242 1.75151 0.02 0.04 0.04 0.000
H -2.44953 1.93164 3.04224 0.00 0.00 -0.01 0.000
C -3.81160 0.82772 -4.14856 0.08 0.00 0.03 0.000
N -3.10975 0.21925 -3.01039 0.09 -0.09 0.01 0.008
C -3.18897 0.47181 -1.72020 -0.08 -0.04 0.05 -0.012
S -2.36314 -0.65494 -0.62605 0.06 -0.08 0.08 0.165
N -3.96653 1.37273 -1.15435 0.01 -0.06 0.07 0.009
C -4.89822 2.33941 -1.74962 0.08 0.01 0.03 0.000
H -3.42780 0.34747 -5.04386 0.00 0.02 -0.01 0.000
H -3.60553 1.89230 -4.21567 -0.01 0.00 0.00 0.000
H -4.88119 0.64593 -4.09958 -0.01 -0.01 0.01 0.000
H -2.48942 -0.54628 -3.22904 0.00 0.03 -0.04 0.005
H -3.90292 1.37771 -0.14723 -0.01 0.04 -0.01 0.005
H -5.67116 1.84448 -2.32877 0.00 -0.02 -0.01 0.000
H -4.37041 3.06898 -2.35903 -0.01 0.00 0.00 0.000
H -5.37672 2.86013 -0.92539 0.00 0.02 -0.01 0.000


[3]
18
Properties=species:S:1:pos:R:3:forces:R:3:nbo_charge:R:1 method="wB97M-V/def2-TZVPD" de_lowest_kcal_mol=0.0 homo_ha=-0.3791 homo_lumo_gap_ev=11.02 max_force_ev_per_a=2.484 smiles="CCC(O)(O)OC(N)=O"
C 0.50386 0.81417 0.46378 0.42 -0.44 -2.41 0.769
C 0.85742 0.44993 -1.04042 0.03 0.59 1.31 -0.440
C 1.60842 -0.86707 -1.15920 -0.25 0.25 0.09 -0.615
C -1.72356 -0.17209 0.64483 1.38 0.59 -1.10 0.898
N -2.30403 -1.38530 0.63760 -0.03 -0.31 0.50 -0.816
O -0.37288 -0.24916 0.90051 -2.00 -0.63 0.85 -0.557
O -0.05369 2.04006 0.59951 -1.87 0.61 -0.02 -0.751
O 1.64253 0.73044 1.20425 0.27 -0.02 0.37 -0.700
O -2.29645 0.85352 0.29887 -0.10 -0.30 0.35 -0.669
H 1.51907 1.25007 2.01142 -0.09 -0.04 -0.12 0.489
H -1.05952 1.96342 0.36955 1.85 -0.07 0.42 0.517
H -3.30891 -1.44015 0.57250 0.20 0.13 0.05 0.411
H -1.80068 -2.15893 1.03738 -0.02 0.00 -0.06 0.409
H 1.47699 1.28791 -1.37305 -0.11 -0.10 -0.13 0.215
H -0.07566 0.44648 -1.61119 0.07 0.08 0.05 0.204
H 2.43197 -0.87379 -0.45407 0.17 -0.11 0.03 0.223
H 0.95386 -1.70713 -0.94055 0.00 -0.11 0.01 0.203
H 2.00127 -0.98239 -2.16173 0.09 -0.11 -0.21 0.209


[4]
67
Properties=species:S:1:pos:R:3:forces:R:3:nbo_charge:R:1 method="wB97M-V/def2-TZVPD" de_lowest_kcal_mol=0.0 homo_ha=-0.5159 total_charge=+2 homo_lumo_gap_ev=7.30 max_force_ev_per_a=0.825
Ta -0.20856 -0.68908 -0.21389 -0.19 -0.44 0.24 1.978
C 3.73040 1.38710 0.35931 0.01 -0.01 0.02 -0.422
N 3.46556 0.96522 -1.02112 -0.03 -0.02 0.01 -0.298
C 4.63701 0.87949 -1.90717 0.03 0.01 -0.01 -0.430
C 2.28842 0.59467 -1.41393 0.01 -0.06 -0.08 0.703
O 1.26318 0.64237 -0.64283 0.12 -0.02 0.05 -0.724
C 2.06964 0.06515 -2.82200 0.03 0.02 -0.04 -0.161
O 0.81172 -0.57478 -2.88029 -0.08 -0.12 0.16 -0.536
C -0.20078 -0.04298 -3.70989 0.02 0.00 -0.12 -0.159
C -1.33268 0.52010 -2.86910 -0.03 -0.10 -0.01 0.694
O -1.31702 0.33534 -1.60887 -0.03 0.13 -0.03 -0.720
N -2.31921 1.13870 -3.45028 -0.02 -0.03 0.03 -0.309
C -3.46169 1.65612 -2.68521 -0.01 0.00 0.00 -0.423
C -2.35423 1.33582 -4.90665 0.00 0.01 -0.02 -0.432
H 4.11042 2.40711 0.35059 -0.01 0.00 0.00 0.236
H 4.48380 0.72280 0.78042 0.00 0.01 0.00 0.243
H 2.82114 1.33231 0.94613 0.01 -0.01 0.01 0.235
H 5.38198 1.58290 -1.54697 0.00 0.00 0.00 0.249
H 4.37806 1.15347 -2.92628 0.00 -0.01 0.00 0.224
H 5.05047 -0.12887 -1.87863 -0.01 0.00 0.00 0.249
H 2.83928 -0.67275 -3.05793 0.00 0.01 0.00 0.262
H 2.14354 0.88931 -3.53769 -0.01 0.00 0.00 0.231
H -0.60636 -0.86338 -4.31120 0.02 0.01 0.00 0.260
H 0.19023 0.71136 -4.39582 0.01 0.01 0.03 0.228
H -3.34040 1.42364 -1.63389 0.01 0.01 0.00 0.244
H -4.37114 1.19388 -3.06443 0.00 0.00 0.01 0.238
H -3.51991 2.73434 -2.82527 0.00 0.00 -0.01 0.234
H -2.15863 0.40312 -5.43241 0.01 0.00 0.00 0.231
H -1.64041 2.10085 -5.21091 0.00 0.00 0.00 0.228
H -3.35172 1.66875 -5.17524 0.00 0.00 0.00 0.253
O 1.55510 -4.68369 -3.78755 -0.01 0.07 0.01 -0.362
C 1.16361 -4.00270 -2.89822 0.04 -0.07 -0.11 0.392
C 2.01623 -3.24672 -1.85105 0.01 0.03 -0.02 0.430
O 3.16947 -2.92585 -1.93828 -0.01 -0.03 0.00 -0.466
C 1.04124 -2.76671 -0.84645 0.20 -0.36 -0.13 0.158
C -0.24336 -2.96085 -1.26733 -0.06 -0.16 -0.08 0.146
O -1.23951 -2.32958 -0.62026 0.32 0.75 0.11 -0.669
C -0.29910 -3.57889 -2.60750 0.00 -0.02 -0.09 0.422
O -1.21910 -3.56796 -3.37394 0.03 -0.06 0.02 -0.441
O 1.28718 -1.98209 0.19864 -0.36 0.58 0.06 -0.682
C -3.70395 -0.76364 3.80417 0.05 -0.07 0.01 -1.142
Si -2.07192 -1.49689 3.29637 0.04 0.06 0.14 1.559
C -0.83112 -1.61959 4.68131 -0.11 -0.04 -0.05 -1.142
C -2.25331 -3.08844 2.36059 0.03 0.06 0.01 -1.146
As -1.07853 0.19459 1.84148 -0.03 -0.18 -0.04 -0.436
Si 0.06501 1.98190 2.99596 -0.02 -0.06 0.07 1.542
C 0.49447 3.23322 1.68142 -0.01 -0.06 0.02 -1.140
C -1.19048 2.61506 4.21138 0.09 0.09 -0.04 -1.143
C 1.56808 1.22991 3.81849 -0.04 0.06 -0.06 -1.146
H -4.05322 -1.29142 4.69637 -0.02 -0.02 -0.01 0.269
H -4.45571 -0.89690 3.02553 0.01 0.03 -0.02 0.260
H -3.64671 0.29565 4.05427 0.05 0.00 0.00 0.254
H -1.15620 -2.41641 5.35706 0.00 0.01 0.01 0.271
H -0.76228 -0.70402 5.26992 0.00 0.03 -0.03 0.248
H 0.16219 -1.88363 4.31681 0.00 0.01 -0.01 0.254
H -2.76092 -3.78930 3.03034 0.00 -0.02 -0.01 0.273
H -1.29223 -3.52709 2.09003 0.01 0.01 0.01 0.252
H -2.86107 -2.99002 1.46154 -0.01 0.01 0.01 0.260
H -0.38685 3.79356 1.36800 -0.02 -0.01 0.00 0.261
H 0.93898 2.77433 0.79696 0.00 0.01 0.02 0.232
H 1.21475 3.94484 2.09334 -0.01 0.02 0.00 0.264
H -2.13316 2.88885 3.73661 0.01 -0.02 -0.03 0.259
H -0.78580 3.52062 4.67441 -0.01 -0.02 0.03 0.271
H -1.39220 1.90365 5.01267 0.00 -0.04 -0.02 0.256
H 1.92243 0.32059 3.33269 -0.01 0.01 -0.05 0.251
H 1.35238 0.98520 4.85925 -0.01 -0.02 0.00 0.268
H 2.38353 1.95836 3.81640 -0.01 0.00 0.03 0.258


[5]
10
Properties=species:S:1:pos:R:3:forces:R:3:nbo_charge:R:1 method="wB97M-V/def2-TZVPD" de_lowest_kcal_mol=9.0 homo_ha="-0.3477 / -0.3395" homo_lumo_gap_ev="7.49 / 6.21" max_force_ev_per_a=3.072
C 2.27876 -0.02276 -0.00442 -2.21 1.92 0.93 -0.692
P 1.38632 -1.49531 0.21665 0.67 -0.80 1.44 0.827
P -1.65894 0.71280 -0.28493 -0.13 2.37 0.37 0.705
S -2.47661 1.87527 -1.67163 0.58 -0.17 0.51 -0.225
Cl 0.08068 -1.93774 -1.28863 0.03 0.23 -0.62 -0.258
Cl 0.07619 -0.95674 1.76399 0.61 -0.23 -0.51 -0.280
Cl -1.88781 1.62147 1.68418 -0.07 -0.44 -1.32 -0.300
Cl -2.80454 -0.87057 -0.19115 -0.99 -1.28 0.46 -0.217
H 1.96291 0.94437 0.47291 0.30 -1.22 -0.13 0.226
H 3.04305 0.12920 -0.69697 1.20 -0.39 -1.13 0.214


[6]
15
Properties=species:S:1:pos:R:3:forces:R:3:nbo_charge:R:1 method="wB97M-V/def2-TZVPD" de_lowest_kcal_mol=78.4 homo_ha=-0.3653 homo_lumo_gap_ev=10.30 max_force_ev_per_a=3.502
O -1.68025 1.07872 0.85931 0.75 -1.14 0.94 -0.592
C -1.42362 -0.10346 0.66829 0.95 1.07 2.62 0.493
C -0.07629 -0.60109 0.21960 -0.35 0.04 -0.29 -0.343
C 0.93438 -0.39304 1.39965 0.11 -0.07 0.27 -0.499
C 1.87006 0.25485 0.38029 0.43 0.17 -0.05 0.616
O 3.04318 0.50191 0.38198 -0.57 -0.13 0.01 -0.501
C 0.76556 0.33692 -0.66618 0.06 0.17 -0.20 -0.523
H -2.24529 0.81331 -0.72275 -0.58 -1.68 -3.02 0.082
H -2.05423 -0.87850 1.13532 -0.38 -0.09 -0.42 0.136
H -2.23738 0.20535 -1.26138 -0.48 1.54 0.13 -0.091
H -0.09129 -1.63817 -0.12670 -0.14 0.17 0.08 0.228
H 0.56082 0.35247 2.11182 0.13 -0.13 -0.08 0.251
H 1.30308 -1.27362 1.92907 -0.03 0.11 -0.06 0.240
H 0.31416 1.33548 -0.69748 0.14 -0.08 -0.02 0.260
H 1.01955 0.00282 -1.67353 -0.04 0.06 0.10 0.242


no.,total energy (eV)
1,-6820.473
2,-86588.303
3,-13975.157
4,-117749.320
5,-80571.728
6,-9406.432